A structure of composition C38H93BF5IN3O29P2S8, computed with ωB97M-V with the def2-TZVPD basis set.

Each line ends with the Mulliken charge.
CARTESIAN COORDINATES (ANGSTROEM)
C1 -1.52825 0.50848 4.59727  -1.2877
C2 -2.72959 -0.21455 3.94331  -0.2595
B1 -3.93361 0.70237 3.51768  -0.3075
O1 -4.76111 1.29448 4.43699  0.1220
C3 -4.28180 1.16574 1.99302  0.8348
C4 -4.54376 2.68573 1.97746  -1.6958
C5 -3.52625 3.50694 2.78843  0.1071
C6 -3.59276 5.00867 2.52634  -1.4650
O2 -2.22964 2.92675 2.49484  -0.3267
N1 -3.06822 0.85488 1.16177  1.5517
C7 -3.16686 0.73368 -0.34233  2.9106
C8 -1.64915 0.41908 -0.68302  -2.8182
I1 -0.86690 0.95677 -2.65053  0.1732
C9 -1.00313 -0.90681 -0.29977  1.4323
C10 0.51615 -0.77518 -0.11964  -1.2045
P1 -3.45605 2.32050 -1.44804  -0.2880
N2 -2.80176 3.60825 -0.58864  -0.3578
O3 -5.03560 2.73867 -1.28568  -0.6055
C11 -4.41423 -0.14079 -0.73044  -1.7798
C12 -4.38677 -1.70141 -0.86495  0.6181
F1 -5.66695 -2.12393 -0.92834  -0.3416
F2 -3.79392 -2.27108 0.22944  -0.3616
C13 -3.74365 -2.27400 -2.18524  0.5920
F3 -3.08813 -1.26866 -2.78426  -0.2508
F4 -2.89005 -3.26290 -1.93575  -0.2467
F5 -4.66000 -2.71143 -3.02243  -0.3001
O4 -5.54904 0.19593 0.05997  -0.4873
C14 -5.50093 0.38024 1.48001  -1.3314
P2 -5.84554 -1.09566 2.64323  0.1351
N3 -6.53623 -2.17726 1.56531  -0.4442
O5 -7.14685 -0.43480 3.41235  -0.5872
H1 -1.83837 1.27946 5.31142  0.1808
H2 -0.84393 0.91141 3.85599  0.1756
H3 -0.94578 -0.23790 5.14994  0.4868
H4 -3.16246 -0.91804 4.67110  0.4465
H5 -2.32894 -0.85992 3.15207  0.3265
H6 -4.70342 0.84564 5.29050  0.0533
H7 -5.51412 2.84966 2.46549  0.7107
H8 -4.65587 3.07303 0.96737  0.4453
H9 -3.71399 3.33335 3.85400  0.5470
H10 -4.51277 5.27984 1.99392  0.2640
H11 -2.74493 5.34802 1.92466  0.3587
H12 -3.61292 5.56929 3.46648  0.3556
H13 -1.55686 3.55890 2.76336  0.1162
H14 -2.36371 1.56081 1.41894  0.6395
H15 -2.70073 -0.03559 1.51425  -0.4609
H16 -1.10678 1.15043 -0.06499  1.1523
H17 -1.43247 -1.25379 0.64706  -0.0853
H18 -1.16081 -1.65314 -1.06086  -0.4361
H19 0.79610 0.19464 0.30429  0.1766
H20 1.03807 -0.86345 -1.07830  0.0871
H21 0.89651 -1.56539 0.52984  0.3408
H22 -2.08379 3.42469 0.09519  0.3167
H23 -3.48177 4.25630 -0.21438  0.2253
H24 -5.36622 2.88811 -2.17978  0.4105
H25 -4.67272 0.18754 -1.74884  0.9959
H26 -6.35173 1.04360 1.68368  0.5333
H27 -7.13793 -2.82346 2.06697  0.3449
H28 -7.07733 -1.75681 0.81736  0.2109
H29 -7.44555 0.42148 3.09118  0.3369
O6 -7.12343 8.31100 1.19980  -0.6731
S1 -7.03627 7.31935 0.17315  1.2091
O7 -5.78307 6.64711 -0.02751  -0.5394
O8 -7.55519 7.91903 -1.18766  -0.2839
C15 -6.98365 9.18196 -1.63808  -0.3872
C16 -5.58579 9.03817 -2.19540  -0.9355
C17 -8.30166 6.11623 0.37960  -0.9515
H30 -7.02583 9.89099 -0.81152  0.3460
H31 -7.68254 9.51302 -2.40148  0.2711
H32 -4.87204 8.75143 -1.42544  0.2689
H33 -5.27434 9.99368 -2.61622  0.3866
H34 -5.56122 8.28369 -2.98103  0.2624
H35 -9.24976 6.62567 0.52293  0.3531
H36 -8.03779 5.54063 1.26392  0.3351
H37 -8.32355 5.47858 -0.49949  0.3204
O9 2.91834 -2.66082 -5.40594  -0.5962
S2 2.13390 -3.84249 -5.62176  1.2977
O10 1.38698 -3.95963 -6.83481  -0.6798
O11 1.15499 -4.01513 -4.38057  -0.2717
C18 0.34270 -2.86191 -4.05034  0.0627
C19 -0.83027 -2.65869 -4.99093  -0.9572
C20 3.11214 -5.27712 -5.37999  -0.7999
H38 0.98960 -1.98324 -4.01367  0.2021
H39 0.00212 -3.06457 -3.03571  -0.0003
H40 -0.49783 -2.40585 -5.99558  0.4378
H41 -1.43652 -1.83539 -4.61257  0.1323
H42 -1.44425 -3.55772 -5.05457  0.3042
H43 3.66309 -5.17610 -4.44984  0.0105
H44 3.79503 -5.33460 -6.22443  0.4790
H45 2.47133 -6.15292 -5.36106  0.3759
O12 4.21956 -8.20758 -4.71326  -0.5915
S3 5.34469 -8.48624 -3.86874  1.1986
O13 6.59824 -8.82674 -4.46366  -0.6195
O14 4.92128 -9.58693 -2.81565  -0.2553
C21 4.35377 -10.82402 -3.32866  -0.3663
C22 5.38621 -11.74674 -3.93682  -0.9759
C23 5.58301 -7.16512 -2.73476  -1.0511
H46 3.56250 -10.57249 -4.03531  0.3287
H47 3.89250 -11.27087 -2.45134  0.2693
H48 5.81993 -11.32595 -4.84151  0.3019
H49 4.90903 -12.69345 -4.18963  0.3862
H50 6.19400 -11.93652 -3.23104  0.2688
H51 4.63263 -6.91581 -2.27559  0.2891
H52 5.96567 -6.32825 -3.31516  0.3768
H53 6.31258 -7.47211 -1.99118  0.4487
O15 2.60304 -3.26422 0.85269  -0.4560
S4 3.73902 -3.86950 1.48683  0.9535
O16 4.55169 -4.74545 0.69518  -0.5920
O17 3.24918 -4.60789 2.79872  -0.2748
C24 2.13460 -5.53212 2.69108  -0.2360
C25 2.50529 -6.85149 2.05547  -0.9786
C26 4.74057 -2.65994 2.26140  -0.8060
H54 1.32516 -5.03513 2.15529  0.2395
H55 1.82166 -5.66823 3.72337  0.3047
H56 2.77322 -6.72708 1.01020  0.2329
H57 1.65319 -7.52826 2.11800  0.4037
H58 3.35211 -7.30206 2.57189  0.2810
H59 4.10656 -2.01452 2.86220  0.1717
H60 5.21051 -2.09532 1.45928  0.2905
H61 5.48290 -3.16932 2.86957  0.4753
O18 1.74450 3.11918 4.68545  -0.6994
S5 2.05928 2.66371 3.36664  1.2024
O19 1.61126 1.36645 2.95346  -0.4684
O20 3.60308 2.81491 3.10367  -0.2331
C27 4.52206 2.22060 4.06758  -0.5840
C28 4.61321 0.71623 3.94924  -0.7577
C29 1.54799 3.85094 2.17157  -0.3893
H62 4.22395 2.53851 5.06652  0.3753
H63 5.47055 2.69539 3.83193  0.2962
H64 3.67877 0.23232 4.22785  0.2840
H65 5.39924 0.35840 4.61369  0.4571
H66 4.85579 0.42585 2.92739  0.1271
H67 1.89636 4.83361 2.47463  0.3920
H68 0.46506 3.81299 2.15295  -0.2657
H69 1.95236 3.56982 1.20317  0.3297
O21 -5.45139 0.53093 8.59955  -0.6774
S6 -5.44425 1.87106 8.09747  1.2004
O22 -4.29012 2.31636 7.36926  -0.5567
O23 -5.79496 2.87150 9.25961  -0.2568
C30 -5.02810 2.77581 10.49655  -0.3779
C31 -3.63349 3.34643 10.37656  -0.9535
C32 -6.88087 2.16213 7.12403  -0.6726
H70 -5.02076 1.73350 10.81465  0.3483
H71 -5.62851 3.33991 11.20511  0.2740
H72 -3.01290 2.75901 9.70249  0.2818
H73 -3.16775 3.34737 11.36155  0.3855
H74 -3.66752 4.36911 10.00266  0.2644
H75 -7.75147 1.82812 7.68043  0.3987
H76 -6.76675 1.58489 6.20884  0.0643
H77 -6.93682 3.22354 6.89911  0.3158
O24 3.19590 -0.77639 -2.29123  -0.5824
S7 4.45861 -1.17152 -1.74351  1.1680
O25 4.69355 -0.93838 -0.34676  -0.5862
O26 5.61154 -0.52359 -2.60105  -0.2869
C33 5.56735 0.91084 -2.82967  -0.1999
C34 5.97029 1.71744 -1.61350  -0.9781
C35 4.78063 -2.85296 -2.12201  -0.9707
H78 4.57292 1.18271 -3.18347  0.2735
H79 6.26643 1.08174 -3.64496  0.1971
H80 5.25212 1.61241 -0.80185  0.2224
H81 6.02955 2.76929 -1.89298  0.4198
H82 6.94305 1.39357 -1.24486  0.2658
H83 4.60113 -3.01274 -3.18286  0.2411
H84 4.09008 -3.44074 -1.51843  0.2660
H85 5.80799 -3.07878 -1.84924  0.4680
O27 5.82511 2.09358 -7.92958  -0.6706
S8 7.10675 1.74962 -7.39366  1.2469
O28 7.38299 2.04215 -6.01818  -0.5997
O29 8.23432 2.37338 -8.30907  -0.2758
C36 8.15646 3.79368 -8.60409  -0.3842
C37 8.56934 4.66806 -7.44100  -0.9496
C38 7.47036 0.06042 -7.70812  -0.9048
H86 7.14680 4.01896 -8.94817  0.3455
H87 8.83328 3.91252 -9.44643  0.2682
H88 7.87073 4.58912 -6.61045  0.2852
H89 8.59893 5.70612 -7.77202  0.3848
H90 9.55758 4.38493 -7.08041  0.2620
H91 7.27813 -0.15099 -8.75560  0.3277
H92 6.80783 -0.52033 -7.07008  0.3349
H93 8.50872 -0.12514 -7.44928  0.3256

For the HOMO energy, the calculation gives -10.50 eV. The value obtained for the orbital gap is 8.589 eV. As for the net charge: +1. Its total energy is -232380.2262 eV.

=====

A structure of composition C4H7NO2S at a distorted geometry, computed with ωB97M-V with the def2-TZVPD basis set.

Each line ends with the Mulliken charge.
CARTESIAN COORDINATES (ANGSTROEM)
C1 1.72515 -0.70427 0.74659  0.7148
C2 3.00320 -0.39451 0.07389  -0.9899
C3 -2.18186 1.42597 -1.06777  -0.9334
C4 -1.99010 0.26008 -0.23524  0.4770
N1 -2.65385 -0.48184 0.44811  -0.1260
O1 1.59313 -1.54967 1.57958  -0.4708
O2 -2.17176 -1.45577 1.26960  -0.2982
S1 0.34136 0.17384 -0.12483  -0.4795
H1 2.85607 0.40691 -0.64560  0.3515
H2 3.29124 -1.42728 -0.45263  0.2322
H3 3.77948 -0.12100 0.74926  0.3224
H4 -2.28612 2.25609 -0.31590  0.2576
H5 -2.97074 1.35544 -1.80114  0.3391
H6 -1.22228 1.57459 -1.53086  0.3243
H7 -1.11293 -1.31858 1.30694  0.2788

The energy relative to the best compared isomer or geometry (same formula, charge and spin) comes out at 111.7 kcal per mole. For the HOMO energy, the calculation gives -9.41 eV. The value obtained for the orbital gap is 8.812 eV. As for the net charge: 0. Its total energy is -20677.8946 eV.

=====

A structure of composition C30H29N3O5S2 at a distorted geometry, computed with ωB97M-V with the def2-TZVPD basis set.

Each line ends with the Mulliken charge.
CARTESIAN COORDINATES (ANGSTROEM)
C1 -2.42380 5.21989 0.71179  -0.9713
N1 -2.17605 3.80406 0.82667  0.2751
C2 -3.19011 2.91468 1.05044  0.2213
O1 -4.37547 3.20625 1.19032  -0.7006
C3 -2.56180 1.51721 1.07501  -0.0142
C4 -3.11999 0.58800 0.00102  -0.4908
C5 -4.60224 0.34610 0.17612  0.4508
C6 -5.49190 0.66032 -0.85643  -0.3921
C7 -6.86890 0.52973 -0.65138  -0.5784
C8 -7.35929 0.05286 0.57094  -0.4349
C9 -6.45976 -0.30398 1.58582  -0.7099
C10 -5.08039 -0.16773 1.38441  -0.2059
N2 -1.13458 1.80557 0.90535  0.5950
C11 -0.22236 0.80903 0.88056  0.4716
C12 1.14380 1.01417 0.69280  0.4479
C13 2.12733 0.02552 0.71497  -0.9264
C14 3.53591 0.32542 0.70588  0.4460
C15 4.52106 -0.65691 1.01206  -0.5322
C16 5.86853 -0.42746 0.78556  -0.6748
C17 6.32544 0.86504 0.49285  0.6161
C18 7.73338 1.13847 0.42867  -0.0724
N3 8.88485 1.35061 0.38443  -0.5013
C19 5.38674 1.89099 0.31191  -0.7568
C20 4.02629 1.62644 0.38326  -0.5412
C21 -0.83743 3.23875 0.71689  0.1151
C22 -0.25977 3.54391 -0.67280  -1.5181
C23 0.05234 3.82919 1.83017  -1.5871
H1 -3.49656 5.39643 0.79639  0.3786
H2 -1.90473 5.77595 1.50238  0.2966
H3 -2.07463 5.59599 -0.25697  0.3107
H4 -2.74720 1.08579 2.07609  0.2981
H5 -2.93245 1.05492 -0.97916  0.3278
H6 -2.57558 -0.37048 0.04566  0.3960
H7 -5.09049 1.04459 -1.79769  0.3227
H8 -7.55581 0.80822 -1.44959  0.3688
H9 -8.43494 -0.04304 0.73175  0.3672
H10 -6.82611 -0.68326 2.53822  0.3703
H11 -4.36841 -0.43048 2.17372  0.3487
H12 -0.60167 -0.21094 1.03355  0.6365
H13 1.45579 2.05199 0.55447  -0.7126
H14 1.82049 -1.01955 0.82294  0.8800
H15 4.20497 -1.61875 1.42981  0.5982
H16 6.59043 -1.24673 0.84280  0.4753
H17 5.73126 2.90686 0.10447  0.4369
H18 3.32638 2.44028 0.18312  0.3097
H19 -0.98654 3.25375 -1.44355  0.3414
H20 -0.05950 4.62085 -0.73597  0.4874
H21 0.66698 2.99615 -0.85450  0.4130
H22 -0.50043 3.81706 2.78047  0.3925
H23 0.98291 3.26989 1.96311  0.3707
H24 0.29614 4.86777 1.56743  0.4579
C24 0.95462 -6.82388 -2.68308  -0.5725
C25 0.32013 -5.61865 -2.38028  -0.5971
C26 1.05238 -4.62420 -1.73881  0.0359
C27 2.38518 -4.81715 -1.43574  0.1198
C28 3.02553 -6.01853 -1.71175  -0.7220
C29 2.29899 -7.02661 -2.34295  -0.5420
S1 3.17878 -3.36770 -0.71391  1.4180
O2 3.27234 -3.65100 0.71066  -0.6836
O3 4.35933 -3.05197 -1.49462  -0.7228
C30 1.96602 -2.20236 -1.00772  -0.8187
S2 0.46637 -2.95437 -1.34503  1.3761
O4 -0.10754 -2.40217 -2.55539  -0.7422
O5 -0.31509 -3.06415 -0.11865  -0.6764
H25 0.39514 -7.60485 -3.18936  0.3794
H26 -0.72185 -5.42977 -2.63610  0.4340
H27 4.07151 -6.13609 -1.43154  0.4394
H28 2.79042 -7.96712 -2.56996  0.3795
H29 2.24556 -1.34881 -1.62203  0.5924

For the HOMO energy, the calculation gives -7.57 eV. The value obtained for the orbital gap is 5.164 eV. As for the net charge: 0. Its total energy is -67955.0553 eV.

=====

> orbital gap of number 2 (C4H7NO2S)?

8.812 eV